1.
C2H9NO3 | ωB97M-V with the def2-TZVPD basis set

Summary:
Structure (SMILES) ... NCC=O.O.O
HOMO-LUMO gap ... 0.3710 Ha

The geometry in ORCA input format:
```
! wB97M-V def2-TZVPD RIJCOSX def2/J DEFGRID3
* xyz 0 1
N -0.1647 0.7234 1.9084
C -1.1980 1.4236 1.1882
C -1.7497 2.6828 1.8242
O -1.5387 2.9462 2.9762
H -0.3223 0.7526 2.9101
H 0.7278 1.1645 1.7740
H -0.8256 1.6163 0.1737
H -2.0315 0.7531 0.9336
H -2.3540 3.2925 1.1266
O 0.2062 -5.2941 -4.8013
H 0.4444 -5.0267 -3.9086
H 0.6897 -4.6937 -5.3524
O 2.4414 -0.1466 -0.5457
H 2.8256 0.6550 -0.1733
H 2.8493 -0.8489 -0.0334
*
```


2.
C2H9NO3 | ωB97M-V with the def2-TZVPD basis set

Summary:
Structure (SMILES) ... CC(N)=O.O.O
HOMO-LUMO gap ... 0.3839 Ha

The geometry in ORCA input format:
```
! wB97M-V def2-TZVPD RIJCOSX def2/J DEFGRID3
* xyz 0 1
C -0.6430 0.5271 -0.9567
C -1.1775 0.9268 0.3812
N -2.2126 1.8742 0.5965
O -0.9740 0.2694 1.4193
H 0.2462 -0.0539 -1.1852
H -0.4777 1.3376 -1.6170
H -1.4592 0.0843 -1.4312
H -2.7403 1.7759 1.4488
H -2.3702 2.7272 0.0961
O 2.8665 0.0100 0.6594
H 2.2991 -0.3882 1.2840
H 3.4585 -0.8159 0.5768
O 1.0226 -2.9986 -0.1715
H 1.5840 -3.1730 -0.8421
H 0.5777 -2.1029 -0.2584
*
```


3.
C2H9NO4 | ωB97M-V with the def2-TZVPD basis set

Summary:
<S²> ... 0.751
HOMO-LUMO gap (spin up / spin down) ... 0.1219 / 0.3543 Ha

The geometry in ORCA input format:
```
! wB97M-V def2-TZVPD RIJCOSX def2/J DEFGRID3
* xyz -1 2
C -0.7163 -1.2124 -1.6681
N -1.1234 -0.5416 -0.5162
C -0.0632 -0.0458 0.2648
O 0.9177 0.3750 -0.5229
O -0.0239 0.1251 1.4996
H -1.0701 -0.8252 -2.6344
H 0.3855 -1.3923 -2.1030
H -0.9358 -2.2372 -1.6700
H -2.0197 -0.7211 -0.0291
H 1.6910 -0.3744 -0.6302
H -2.0918 -0.3472 2.6260
H -1.6764 -1.3606 3.8323
O -2.3939 -1.1132 3.2361
H 2.9821 3.7008 0.0382
H 2.7614 2.7905 -1.1393
O 3.3766 3.1796 -0.5837
*
```


4.
C2H9NO4 | ωB97M-V with the def2-TZVPD basis set

Summary:
Structure (SMILES) ... NCC(=O)O.O.O
HOMO-LUMO gap ... 0.3474 Ha

The geometry in ORCA input format:
```
! wB97M-V def2-TZVPD RIJCOSX def2/J DEFGRID3
* xyz 0 1
N -1.1995 1.7484 -0.1929
C -0.5959 0.9123 -1.2165
C 0.4388 -0.0984 -0.4494
O 1.0687 0.3977 0.5062
O 0.8669 -1.0318 -1.1446
H -2.0744 1.7213 0.2271
H -1.0833 2.7398 -0.2588
H -1.3564 0.3322 -1.7684
H 0.1366 1.3565 -1.8990
H 1.8173 -1.1829 -1.0137
O -2.8006 -0.4206 2.6724
H -3.6624 -0.3902 2.1161
H -2.2303 -1.0817 2.2517
O 3.3648 -1.7332 -0.2419
H 4.3421 -1.9869 -0.1052
H 2.9676 -1.2825 0.5168
*
```


5.
C2H9NO4 | ωB97M-V with the def2-TZVPD basis set

Summary:
Structure (SMILES) ... O=CNCO.O.O
HOMO-LUMO gap ... 0.3958 Ha

The geometry in ORCA input format:
```
! wB97M-V def2-TZVPD RIJCOSX def2/J DEFGRID3
* xyz 0 1
O 0.1267 0.2256 -1.9132
C -0.4571 1.2827 -1.8556
N -1.1177 1.7876 -0.7707
C -1.4149 1.0357 0.4460
O -0.4081 0.1164 0.8347
H -0.4433 2.0390 -2.6719
H -1.2813 2.7725 -0.7316
H -2.3733 0.5328 0.4058
H -1.4499 1.7535 1.2657
H -0.5017 -0.6190 0.2325
O 2.8116 0.6904 -0.2500
H 3.3810 0.0002 0.0966
H 2.1493 0.1814 -0.6939
O 0.5500 -4.1206 1.6430
H -0.3741 -3.9225 1.4822
H 0.8028 -3.7555 2.4804
*
```


6.
C2H9NO4 | ωB97M-V with the def2-TZVPD basis set

Summary:
<S²> ... 0.755
HOMO-LUMO gap (spin up / spin down) ... 0.3609 / 0.1559 Ha

The geometry in ORCA input format:
```
! wB97M-V def2-TZVPD RIJCOSX def2/J DEFGRID3
* xyz 1 2
O 0.8891 -0.4849 -1.9223
C 0.6964 0.6725 -2.1313
O 1.3053 1.4684 -2.9668
C -0.2379 1.3898 -1.1539
N -1.2171 0.6231 -0.5040
H 1.9685 0.9446 -3.4312
H 0.2424 2.0356 -0.4196
H -0.6939 2.1452 -1.8706
H -0.9962 -0.3833 -0.3756
H -1.3157 0.9482 0.4669
H -0.2707 0.7270 4.8378
H -1.3152 -0.3212 5.3636
O -0.3956 -0.0439 5.3542
H 0.1752 -3.9147 -0.5783
H 0.8664 -2.6509 -0.6506
O 0.2989 -3.1556 -0.0183
*
```


7.
C2H9NOS | ωB97M-V with the def2-TZVPD basis set

Summary:
Structure (SMILES) ... NCO.CS
HOMO-LUMO gap ... 0.3635 Ha

The geometry in ORCA input format:
```
! wB97M-V def2-TZVPD RIJCOSX def2/J DEFGRID3
* xyz 0 1
N -3.9156 -1.3304 1.8560
C -3.5751 -1.4077 0.4585
O -3.6547 -0.0752 -0.1659
H -4.8232 -1.1376 2.2639
H -3.2323 -0.6979 2.2663
H -4.1242 -2.3154 -0.1730
H -2.5074 -1.6036 0.4247
H -4.0278 -0.1757 -1.1049
C 3.6324 1.7061 0.0968
S 3.7814 0.4256 -1.0910
H 2.9395 1.4720 0.8241
H 3.2785 2.4966 -0.4701
H 4.5528 1.9393 0.4807
H 3.7440 1.3368 -2.0515
*
```


8.
C2H9NOS2 | ωB97M-V with the def2-TZVPD basis set

Summary:
Structure (SMILES) ... NCCSS.O
HOMO-LUMO gap ... 0.3303 Ha

The geometry in ORCA input format:
```
! wB97M-V def2-TZVPD RIJCOSX def2/J DEFGRID3
* xyz 0 1
N 0.2056 -0.9917 3.0335
C -0.6988 -1.2193 1.9738
C -0.2653 -0.4860 0.6901
S -1.5109 -0.3699 -0.6058
S -0.4363 0.6177 -2.0801
H -0.0216 -0.4522 3.8647
H 0.5521 -1.8115 3.5075
H -1.7239 -0.8305 2.1631
H -0.9516 -2.3394 1.6994
H 0.7260 -0.8174 0.3244
H -0.1319 0.5752 0.9421
H -0.7780 -0.2106 -3.0910
O 1.9280 2.4979 -4.2345
H 1.1474 2.4211 -3.6726
H 1.9592 3.4168 -4.5146
*
```


9.
C2H9NPS | ωB97M-V with the def2-TZVPD basis set

Summary:
HOMO-LUMO gap ... 0.3434 Ha

The geometry in ORCA input format:
```
! wB97M-V def2-TZVPD RIJCOSX def2/J DEFGRID3
* xyz 1 1
C -0.9738 0.9584 -0.3965
C 0.2333 0.2293 0.1786
N 0.9447 -0.5261 -0.9663
P -0.0078 -0.9682 1.6601
S -2.0037 -0.2026 -1.3316
H -1.5172 1.4557 0.4099
H -0.6430 1.6905 -1.1422
H 1.2024 1.3192 1.1319
H 1.8589 -0.8290 -0.6054
H 1.1604 0.0792 -1.7462
H 0.2847 -1.2793 -1.3249
H 0.0893 0.0572 2.5864
H 1.3882 -0.9585 1.7109
H -2.0166 -1.0258 -0.1648
*
```


10.
C2H9NS | ωB97M-V with the def2-TZVPD basis set

Summary:
HOMO-LUMO gap ... 0.2566 Ha

The geometry in ORCA input format:
```
! wB97M-V def2-TZVPD RIJCOSX def2/J DEFGRID3
* xyz 0 1
S -1.8414 0.0905 -0.7134
H -2.0070 -0.5965 0.4668
C 1.0535 1.0584 1.0765
N 1.3206 0.1707 -0.0518
C 1.1698 -1.3037 0.1870
H 1.1237 2.1010 0.7899
H 1.6334 0.7549 2.0146
H -0.0477 0.9961 1.4309
H 0.5162 0.2425 -0.7534
H 2.2115 0.4491 -0.4390
H 0.4374 -1.6766 -0.5714
H 2.2165 -1.9096 0.0246
H 0.7952 -1.5321 1.2335
*
```


11.
C2H9NS | ωB97M-V with the def2-TZVPD basis set

Summary:
Structure (SMILES) ... CNC.S
HOMO-LUMO gap ... 0.3754 Ha

The geometry in ORCA input format:
```
! wB97M-V def2-TZVPD RIJCOSX def2/J DEFGRID3
* xyz 0 1
C 1.6725 -0.8160 0.8459
N 0.4980 -0.1451 0.1952
C -0.7637 -1.0513 0.2733
H 1.8214 -1.8714 0.6799
H 2.5473 -0.2347 0.7111
H 1.4898 -0.6376 1.9613
H 0.6920 -0.0316 -0.8350
H -0.9185 -1.9938 -0.2606
H -1.6010 -0.4320 0.0130
H -0.8791 -1.3074 1.3673
S -2.1358 3.1178 -1.4664
H -1.1304 2.5007 -0.8660
H -1.2926 2.9025 -2.6190
*
```


12.
C2H9NS2 | ωB97M-V with the def2-TZVPD basis set

Summary:
Structure (SMILES) ... CSS.CN
HOMO-LUMO gap ... 0.3423 Ha

The geometry in ORCA input format:
```
! wB97M-V def2-TZVPD RIJCOSX def2/J DEFGRID3
* xyz 0 1
C -4.1959 0.6976 -2.6203
S -3.9215 0.4946 -0.8876
S -3.0042 2.0196 0.0884
H -3.3777 0.8071 -3.3310
H -4.9284 1.4561 -2.9218
H -4.7589 -0.2175 -2.8453
H -3.6834 3.1842 0.0349
C 4.3531 -0.8632 2.1129
N 3.4686 -1.4913 1.0962
H 5.2011 -1.4684 2.3923
H 3.7201 -0.4745 2.9121
H 4.7018 0.0592 1.6336
H 3.8494 -2.3960 0.8595
H 2.5760 -1.8075 1.4762
*
```


The records above give, respectively, relative energy (zero: lowest compared OMol25 entry of this formula, charge and spin) values of 1.884, 1.785, 1.125, 1.892, 1.104, 1.218, 1.422, 0.776, 3.501, 2.093, 1.296, 1.221 eV.